No. 1
This record from the OMol25 dataset describes a structure of composition C20H34AgN3OPS3SbSe2. The level of theory is ωB97M-V with the def2-TZVPD basis set.

Properties
**Gap between HOMO and LUMO (spin up / spin down)**: 5.676 / 4.711 eV
**HOMO energy (spin up / spin down)**: -3.352 / -3.326 eV
**Energy relative to the best compared isomer or geometry (same formula, charge and spin)**: 23.1 kcal/mol

Geometry as ORCA input:
```
! RIJCOSX wB97M-V def2-TZVPD def2/J DEFGRID3
* xyz -1 2
Sb 3.8120 1.9508 2.3453
Ag 1.5307 1.8569 -0.0450
Se 2.3285 4.6047 -0.2569
Se 1.0188 2.3206 -3.0561
S 3.8151 0.8820 0.1591
S 3.9722 4.2666 1.7720
S 1.4065 1.6337 2.4778
P -1.1360 1.6439 -0.0690
O 1.0432 -0.7410 -0.0619
N -2.8964 -0.2229 -1.1708
N -3.0503 0.0940 1.2351
N -3.9308 1.7860 -0.2760
C -3.9252 0.7879 -1.3329
C 0.7445 -5.6223 0.9916
C 0.5010 -7.0999 0.9243
C 0.2527 -3.4775 2.0102
C 0.1075 -4.8529 1.9568
C -1.5703 0.3402 -1.3362
C -1.7469 0.7008 1.4150
C 2.6721 -2.9548 -0.8781
C -4.0688 1.0982 0.9998
C 1.0376 -2.8462 1.0312
C -3.0532 -0.8515 0.1306
C 1.7618 4.1495 -3.0276
C 1.5793 -4.9895 0.0834
C -0.4386 -2.7035 3.0938
C 1.0797 5.4981 0.9359
C -2.7351 2.6071 -0.3141
C 1.1588 4.9713 -1.9111
C 1.7408 -3.6122 0.0885
C 2.6395 1.3183 -3.4696
C 1.0636 -1.3800 0.9735
H 3.3080 1.3746 -2.6069
H -3.7894 1.2797 -2.3008
H -2.2436 -1.5743 0.2717
H 1.5972 5.6375 1.8825
H 0.1034 4.7219 -1.7445
H 0.1939 4.8715 1.0684
H 3.3710 -3.6794 -1.2907
H 2.8416 4.0282 -2.8635
H 1.5930 4.5835 -4.0203
H 3.2316 -2.1492 -0.4045
H 1.3033 -7.6077 0.3940
H 2.3219 0.2894 -3.6238
H 1.2388 6.0373 -2.1526
H -0.5135 -5.3450 2.6914
H -1.7700 1.3798 2.2741
H 2.1136 -5.5784 -0.6496
H -2.8063 3.3675 0.4716
H -4.0278 1.8338 1.8057
H 1.0504 -0.8612 1.9497
H -4.0137 -1.3853 0.1386
H -1.0993 -1.9396 2.6903
H -0.8313 -0.4636 -1.2849
H 3.0955 1.7262 -4.3733
H -0.4364 -7.2908 0.3993
H 2.1082 -2.5077 -1.6960
H 0.8174 6.4598 0.4920
H -1.0084 -0.0730 1.6287
H 0.2999 -2.2072 3.7230
H -5.0455 0.6008 1.0131
H 0.4094 -7.5266 1.9208
H -2.6924 3.1143 -1.2855
H -4.9015 0.2902 -1.3198
H -1.5027 0.8073 -2.3282
H -1.0303 -3.3737 3.7125
*
```



No. 2
This record from the OMol25 dataset describes a structure of composition C20H34BBaF4NO12. The level of theory is ωB97M-V with the def2-TZVPD basis set.

Properties
**Gap between HOMO and LUMO**: 3.843 eV
**HOMO energy**: -0.603 eV

Geometry as ORCA input:
```
! RIJCOSX wB97M-V def2-TZVPD def2/J DEFGRID3
* xyz -2 1
Ba 0.0004 -0.6230 0.2730
F -0.4797 -3.8610 -0.3430
F -0.8052 -4.5615 1.7505
F 0.8675 -3.2570 1.3877
F 0.9597 -5.3700 0.6477
O 1.8957 -2.0584 -1.0771
O -2.2644 -1.1682 4.0417
O -1.3693 1.7985 0.4147
O 1.8798 -0.5559 2.4351
O 1.2019 -1.6080 4.2028
O -0.0871 -0.1751 -2.4464
O 4.9668 2.7963 0.1797
O -0.8045 1.4345 2.4000
O -2.1394 -1.4975 -1.0193
O -2.8901 -2.2861 -2.8873
O -1.8514 -1.7835 2.0971
O 2.0729 1.3978 -0.4141
N -2.9367 -1.3990 -2.0237
C 0.9792 -0.8502 -3.1437
C 4.2415 1.7820 0.7980
C -5.0241 -0.5598 -3.1128
C -1.7723 3.5576 1.8134
C 2.0942 -1.1131 3.5368
C -4.1606 0.4726 -1.0634
C -4.2781 -1.1783 2.6234
C -5.1404 1.4831 -1.2183
C -6.1653 1.2793 -2.1103
C 3.5735 -1.1689 4.0073
C -6.1123 0.3090 -3.0600
C 1.4357 -2.1888 -2.4097
C 5.9687 3.2951 1.0685
C -1.3153 2.2277 1.5366
C -4.0842 -0.4903 -2.0627
C -0.5781 1.0396 -3.0886
C 1.9380 2.8119 -0.7468
C 3.4619 0.9371 -0.2538
C 2.7636 -3.0366 -0.6023
C -2.7266 -1.3615 2.9327
B 0.1695 -4.2650 0.8130
H -4.9485 -1.1850 3.4828
H 3.9053 -0.1664 4.2774
H -3.4433 0.4324 -0.2570
H 6.7685 2.5861 1.2823
H 2.1781 -3.9539 -0.6647
H 0.1198 1.7923 -3.4552
H 0.6762 -1.1254 -4.1539
H -1.1812 1.6321 -2.4006
H 3.9577 0.9326 -1.2245
H 3.6077 -3.1666 -1.2795
H -6.8675 0.2698 -3.8310
H -1.2866 0.8498 -3.8950
H 1.8415 3.4064 0.1618
H 3.4743 2.3102 1.3641
H -5.0175 -1.3290 -3.8708
H -2.8520 3.6998 1.7678
H -4.4111 -2.1071 2.0687
H 2.1545 -2.5264 -3.1563
H 3.5859 -0.1020 0.0515
H 3.5104 -1.8395 4.8642
H 4.1337 -1.6905 3.2312
H 0.6910 -2.9807 -2.4897
H 4.7433 1.1710 1.5483
H -5.0876 2.2326 -0.4425
H 1.8138 -0.1495 -3.1207
H -6.9924 1.9667 -2.2091
H 2.6579 3.1393 -1.4969
H 6.5431 4.1253 0.6575
H -1.4507 4.3077 1.0909
H 5.5322 3.5162 2.0425
H -1.4436 3.8343 2.8151
H 0.9518 3.0013 -1.1705
H 3.0373 -2.8598 0.4379
H -4.3881 -0.2298 2.0977
*
```



No. 3
This record from the OMol25 dataset describes a cluster of 2 separate species, C20H34BN3O4P in total. The level of theory is ωB97M-V with the def2-TZVPD basis set.

Properties
**Gap between HOMO and LUMO**: 8.740 eV
**HOMO energy**: -11.529 eV

Geometry as ORCA input:
```
! RIJCOSX wB97M-V def2-TZVPD def2/J DEFGRID3
* xyz 1 1
P -0.7732 2.3876 -1.1022
O -4.8159 2.5546 1.5727
O -2.1317 2.8343 1.3439
O 0.3831 2.9871 -1.7888
O 0.0018 3.4775 1.1341
N -4.7456 0.4344 2.7023
N 2.9945 -0.8589 -3.5397
N 2.5213 -2.3273 -5.0529
C 2.5450 -4.1207 -6.7858
C 1.7238 -0.0574 1.7496
C -2.4337 1.5594 1.9879
C -2.0530 0.3476 1.1189
C -1.1998 2.7229 3.9772
C -0.3592 -1.3559 0.4246
C 4.1194 -1.6257 -3.7214
C 0.9430 -1.8576 0.3808
C -1.0751 2.6555 5.5107
C 1.7238 -3.1011 -6.0258
C 1.9868 -1.2159 1.0362
C 0.4291 0.4539 1.7790
C -0.6344 -0.1711 1.1366
C -1.4445 -2.1148 -0.2905
C -1.9409 1.4881 3.4690
C 3.8243 -2.5457 -4.6732
C -0.0331 1.6060 5.9176
C -0.9505 2.9489 0.6913
C 2.8461 0.2531 -2.5948
C 2.0469 -1.2955 -4.3593
B -4.0550 1.5222 2.0893
H 1.2684 -2.3910 -6.7147
H 0.7882 1.5831 5.2036
H -2.3597 0.5871 0.0998
H -1.0382 -2.8894 -0.9296
H 2.9975 -4.8513 -6.1149
H -2.0010 2.7362 -1.7041
H -2.1113 -1.4659 -0.8506
H -0.4494 0.6021 5.9504
H 0.2621 1.3520 2.3485
H -2.0299 2.3559 5.9308
H 2.4956 0.4752 2.2794
H 1.1466 -2.7658 -0.1669
H 2.0323 0.0339 -1.9065
H 2.6352 1.1693 -3.1410
H 4.4095 -3.3297 -5.1156
H -2.8000 1.3842 4.1250
H 1.9010 -4.6587 -7.4767
H -4.8867 2.5274 0.6160
H -0.7591 3.6184 5.8965
H -1.3554 0.5875 3.6272
H 5.0100 -1.4335 -3.1508
H 0.4080 1.8159 6.8880
H -0.1821 2.7699 3.6022
H 3.0001 -1.5894 1.0317
H -4.1461 -0.2641 3.1202
H -5.4935 0.6935 3.3301
H 1.0565 -0.8826 -4.4480
H 3.3388 -3.6434 -7.3612
H -1.7197 3.6247 3.6752
H 3.7663 0.3711 -2.0331
H 0.9235 -3.5933 -5.4739
H -2.7068 -0.4738 1.4029
H -0.7742 0.9800 -1.0734
H -2.0696 -2.6210 0.4466
*
```



No. 4
This record from the OMol25 dataset describes a cluster of 5 separate species, C20H34BrFN2O8 in total. The level of theory is ωB97M-V with the def2-TZVPD basis set.

Properties
**Gap between HOMO and LUMO**: 10.219 eV
**Structure (SMILES)**: N#C[C@@H](F)[C@@H](Br)C#N.CCOC(C)=O.CCOC(C)=O.CCOC(C)=O.CCOC(C)=O
**HOMO energy**: -9.978 eV

Geometry as ORCA input:
```
! RIJCOSX wB97M-V def2-TZVPD def2/J DEFGRID3
* xyz 0 1
Br -1.2944 -4.3907 -1.8163
F -0.4191 -5.3974 1.7364
O -0.8931 -3.9341 3.9062
O 0.2683 6.8469 1.1686
O 1.5964 3.4409 -1.7306
O 1.0913 -1.7892 -3.9293
O -1.3024 8.3488 0.6211
O 1.6701 -3.0019 -2.1357
O -0.2505 -5.4634 5.4131
O 2.1932 2.0167 -3.3548
N -0.9539 -0.6876 0.1697
N -3.9975 -4.9134 0.4428
C 1.9682 2.2159 -2.1632
C 1.1461 -1.9842 -6.3537
C 1.4064 -1.0995 -5.1501
C -0.8781 -1.9404 -0.2294
C 1.1162 3.7263 -0.4065
C -0.4008 7.3961 0.2963
C -0.4581 -6.2295 6.6112
C -3.2313 8.5109 -0.8526
C 2.2009 1.1299 -1.1525
C -2.7391 -4.7450 0.7260
C -1.0276 -7.5969 6.2868
C 2.2693 3.9983 0.5399
C -0.3032 6.9477 -1.1336
C -0.5281 -3.5719 -0.1152
C 1.9468 -2.5943 -3.2616
C 3.1917 -3.0651 -3.9571
C -1.2274 -4.2586 1.2386
C -1.1940 -4.6999 4.8190
C -1.9794 9.1877 -0.3294
C -2.6296 -4.8773 5.2220
H 1.5631 1.2079 -0.2735
H 0.1092 -2.3362 -6.3524
H -3.8920 8.2358 -0.0240
H 1.7818 -2.8734 -6.3440
H -2.9953 7.5879 -1.3885
H -1.3045 9.5022 -1.1306
H -2.0086 -7.5212 5.8108
H -2.7584 -5.1575 6.2662
H 3.9728 -3.2146 -3.2038
H 1.3309 -1.4362 -7.2822
H 0.6441 -3.7612 -0.1552
H -3.0962 -5.6228 4.5744
H 3.5917 -2.3459 -4.6700
H 3.2514 1.1346 -0.8540
H 0.7283 6.6343 -1.3277
H -0.5216 7.7346 -1.8535
H -1.0695 -5.6789 7.3319
H -0.3749 -8.1262 5.5848
H 0.7414 -0.2304 -5.1944
H 2.9193 3.1256 0.6429
H 1.8977 4.2726 1.5314
H 2.9879 -4.0141 -4.4574
H -3.7744 9.1759 -1.5304
H -1.1287 -8.1977 7.1953
H -2.2633 10.0980 0.2093
H -0.9727 6.0995 -1.2917
H 0.5006 4.6283 -0.4889
H -1.3356 -3.3849 2.0136
H 2.4266 -0.7056 -5.1299
H 0.5270 -6.3527 7.0736
H 0.4540 2.9336 -0.0464
H 2.8924 4.8141 0.1588
H 1.9623 0.1676 -1.6181
H -3.1444 -3.9185 5.0977
*
```



No. 5
This record from the OMol25 dataset describes a cluster of 7 separate species, C20H34Cl12F4O4 in total. The level of theory is ωB97M-V with the def2-TZVPD basis set.

Properties
**Gap between HOMO and LUMO**: 10.935 eV
**Structure (SMILES)**: O=C1O[C@@H](C[C@H](O)C(F)(F)F)[C@@H](CCF)O1.ClCCCl.ClCCCl.ClCCCl.ClCCCl.ClCCCl.ClCCCl
**HOMO energy**: -10.514 eV

Geometry as ORCA input:
```
! RIJCOSX wB97M-V def2-TZVPD def2/J DEFGRID3
* xyz 0 1
Cl 1.1644 -1.8571 -3.9831
Cl 5.7280 3.3660 -8.2957
Cl 4.3206 2.8369 -4.4251
Cl -6.5338 3.4797 3.9936
Cl 4.6862 6.6033 -8.6050
Cl -4.0383 0.7527 3.3746
Cl 2.8021 -1.8710 3.8651
Cl 4.1719 -0.2806 -5.8362
Cl -2.0224 2.4123 1.1777
Cl 5.2848 -3.6656 5.3772
Cl -5.0296 2.3250 6.8365
Cl 1.1973 1.4919 -3.3178
F -1.7366 -0.8185 -1.3598
F -3.8131 -5.3848 1.7281
F -3.3105 -5.2735 -0.5956
F -5.1969 -4.2108 0.3554
O -0.2423 -3.5896 3.2835
O -1.1487 -1.3592 3.4926
O -3.4059 -2.7477 2.1226
O -1.3995 -3.0066 5.2572
C -0.5534 -1.4370 2.1655
C 5.2216 1.0728 -6.3285
C -2.8390 3.0937 2.6070
C 5.4690 5.8600 -7.1884
C -2.9034 -3.2659 0.8744
C -7.2479 2.4121 5.2278
C 3.5345 -3.9937 5.4373
C -3.8153 -4.5721 0.5360
C -1.3836 -3.7859 0.9189
C 0.8898 0.7139 -4.8901
C 5.6648 1.9127 -5.1479
C -0.4352 -3.0204 1.9574
C -2.9259 2.0950 3.7438
C -6.7504 2.7353 6.6227
C 6.4899 4.8118 -7.5835
C -1.0805 -0.4981 0.9824
C 0.1524 -0.6015 -4.7430
C 2.8391 -3.6322 4.1404
C -0.5624 -0.8929 -0.4844
C -0.9700 -2.6475 4.1351
H -0.6624 0.5715 1.1982
H -6.8777 3.7934 6.8588
H 3.1167 -3.4447 6.2831
H -0.7544 -0.4891 -4.1453
H 5.9594 6.6660 -6.6390
H 6.4085 2.6429 -5.4724
H 3.3240 -4.0990 3.2808
H 1.8471 0.5828 -5.3948
H 0.2891 1.4129 -5.4757
H 3.4198 -5.0615 5.6336
H 4.6815 1.6695 -7.0651
H 4.6877 5.4395 -6.5520
H -1.9486 1.6694 3.9809
H -0.9697 -3.8077 -0.1621
H -0.0484 -1.9121 -0.5555
H -3.5549 -1.7821 1.9432
H 0.5532 -1.1129 2.3541
H -3.3096 2.5858 4.6404
H 7.2106 5.2038 -8.3034
H 0.6272 -3.1222 1.5046
H -2.2570 3.9629 2.9197
H -7.3077 2.1528 7.3591
H -3.0306 -2.5433 -0.0074
H 1.8018 -3.9691 4.1694
H 6.0928 0.6334 -6.8185
H -1.4007 -4.8987 1.2427
H 7.0390 4.4776 -6.7006
H 6.1111 1.2976 -4.3643
H -2.2308 -0.3637 0.9878
H 0.2274 -0.1106 -0.8309
H -8.3295 2.5522 5.1786
H -0.1336 -0.9791 -5.7269
H -3.8277 3.4390 2.2993
H -7.0250 1.3798 4.9509
*
```



No. 6
This record from the OMol25 dataset describes a cluster of 9 separate species, C20H34Cl3N5O9 in total. The level of theory is ωB97M-V with the def2-TZVPD basis set.

Properties
**Gap between HOMO and LUMO**: 10.780 eV
**Structure (SMILES)**: COC(=O)OC.COC(=O)OC.COC(=O)OC.ClC(Cl)Cl.CC#N.CC#N.CC#N.CC#N.CC#N
**HOMO energy**: -10.809 eV
**Energy relative to the best compared isomer or geometry (same formula, charge and spin)**: 0.0 kcal/mol

Geometry as ORCA input:
```
! RIJCOSX wB97M-V def2-TZVPD def2/J DEFGRID3
* xyz 0 1
Cl 15.6617 12.8202 -14.9065
Cl 13.8505 15.1746 -15.0776
Cl 14.2527 13.3062 -17.4146
O 18.3912 15.6630 -17.0404
O 20.6087 16.0148 -17.3031
O 11.6666 16.1891 -19.4940
O 18.0016 11.2999 -16.7841
O 16.9289 11.4239 -18.6572
O 11.5876 18.3664 -18.7585
O 18.2055 9.5719 -18.3232
O 19.0823 17.7952 -17.1491
O 11.0943 17.7521 -20.8804
N 12.8711 13.2883 -21.6701
N 20.8137 18.4823 -20.9601
N 12.6158 22.6336 -19.1553
N 18.6663 14.3209 -20.4765
N 15.1754 17.4476 -19.1097
C 13.1498 21.6145 -19.2579
C 11.9615 15.7600 -18.1735
C 12.0120 11.4201 -20.0457
C 19.7172 14.5692 -20.9174
C 17.7712 10.6636 -17.9499
C 19.3345 16.5970 -17.1347
C 15.0644 14.1482 -15.9435
C 19.7110 18.2886 -20.6998
C 10.6586 18.9999 -21.3624
C 13.8565 20.3606 -19.4237
C 18.6572 14.2428 -17.1837
C 21.0784 14.8246 -21.4036
C 18.9483 10.7646 -15.8417
C 15.2169 16.3426 -19.4836
C 12.5674 12.4956 -20.9155
C 21.7326 16.8917 -17.4339
C 15.2303 14.9241 -19.9222
C 18.2585 17.9956 -20.3827
C 11.4264 17.5179 -19.6102
C 16.6689 11.0616 -20.0007
H 17.7401 18.3571 -21.2708
H 18.0357 16.9380 -20.2415
H 17.6986 13.8754 -17.5501
H 17.9400 18.6148 -19.5442
H 13.2982 19.8550 -20.2116
H 15.7259 11.5537 -20.2387
H 12.2544 11.6228 -19.0025
H 22.6326 16.4312 -17.8414
H 14.8855 20.6140 -19.6785
H 11.4518 19.6899 -21.0748
H 18.7196 11.2817 -14.9098
H 12.4823 10.4843 -20.3476
H 13.8138 19.8320 -18.4714
H 10.5885 18.9271 -22.4477
H 11.3650 16.1508 -17.3492
H 16.5476 9.9923 -20.1735
H 21.2905 15.8901 -21.4915
H 21.4327 17.6453 -18.1622
H 18.9324 13.7287 -16.2628
H 21.7634 14.2690 -20.7632
H 15.2982 14.8453 -21.0072
H 10.9496 11.2418 -20.2123
H 15.8867 14.7954 -16.2484
H 21.9645 17.3062 -16.4528
H 21.1638 14.4966 -22.4396
H 17.4544 11.4525 -20.6475
H 9.7317 19.3153 -20.8833
H 19.9665 11.0283 -16.1276
H 18.8537 9.7000 -15.6280
H 19.4197 14.0520 -17.9388
H 16.0618 14.3841 -19.4693
H 14.2844 14.5530 -19.5275
H 11.7071 14.7023 -18.1044
H 12.9949 15.8330 -17.8345
*
```



No. 7
This record from the OMol25 dataset describes a cluster of 2 separate species, C20H34N6O3 in total. The level of theory is ωB97M-V with the def2-TZVPD basis set.

Properties
**Gap between HOMO and LUMO**: 8.500 eV
**Structure (SMILES)**: [H]/N=C(\NO)c1cccnc1N1CCCCC1.CNC(=O)[C@H](CC(C)C)NC(C)=O
**HOMO energy**: -8.009 eV
**Energy relative to the best compared isomer or geometry (same formula, charge and spin)**: 66.4 kcal/mol

Geometry as ORCA input:
```
! RIJCOSX wB97M-V def2-TZVPD def2/J DEFGRID3
* xyz 0 1
O -6.4483 2.8662 0.8566
O 2.9783 -0.1061 -3.8523
O -3.2793 2.3661 -2.1175
N 3.2275 0.1746 -1.1236
N 3.8317 -0.9077 -3.0204
N 3.3828 -2.1855 0.8384
N 5.5981 -2.8002 0.9998
N -4.5365 1.6840 0.7906
N -4.9889 3.7172 -1.5826
C -0.0017 1.4059 0.7156
C 1.8173 -1.5771 2.6358
C 6.2715 -1.5863 -1.4165
C 3.9780 -0.7322 -1.6516
C -2.2196 2.5361 0.6785
C 0.9856 -2.5451 0.4634
C -6.5514 0.6069 1.5897
C 6.8458 -2.8754 0.5263
C -3.6904 2.7487 0.2453
C -5.4434 3.9910 -2.9443
C -5.8374 1.8210 1.0441
C 4.6685 -2.1281 0.3054
C -1.9634 0.0505 0.0414
C 7.2180 -2.2892 -0.6811
C 0.7495 -2.4593 1.9767
C 3.2280 -2.0680 2.3014
C 2.3976 -3.0376 0.1498
C -3.9472 2.9416 -1.2645
C -1.3518 1.4534 -0.0007
C 4.9676 -1.4975 -0.9148
H -5.5656 4.0352 -0.8130
H -6.4596 -0.2140 0.8812
H 2.6366 0.6610 -1.7909
H 1.6769 -1.5740 3.7208
H -4.0044 3.6767 0.7264
H -2.1661 -0.2427 1.0706
H 4.5019 -1.5408 -3.4548
H 3.4077 -3.0394 2.7751
H -2.2153 2.3520 1.7539
H 2.0529 -0.4247 -3.8691
H -1.7092 3.4879 0.5261
H 1.7084 -0.5478 2.2805
H -1.1576 1.7259 -1.0355
H -4.5876 4.1972 -3.5905
H -0.1274 1.0730 1.7452
H 0.8552 -1.5571 0.0159
H -5.9748 3.1208 -3.3326
H -7.6037 0.8497 1.7335
H 8.2425 -2.3740 -1.0254
H 2.5140 -4.0750 0.4825
H 0.6712 0.7244 0.1964
H -4.1123 0.7840 0.9425
H -1.2703 -0.6588 -0.4071
H 3.9580 -1.3583 2.7065
H 6.5536 -1.0928 -2.3436
H -6.1083 0.3269 2.5435
H 2.5482 -3.0200 -0.9342
H 0.4551 2.3955 0.7096
H 0.7858 -3.4637 2.4109
H -0.2437 -2.0433 2.1716
H -6.1131 4.8520 -2.9484
H 0.2519 -3.2193 0.0119
H 7.5907 -3.4164 1.1012
H -2.8781 0.0325 -0.5498
*
```



| no. | E_tot (eV) | largest force on an atom (eV/A) |
| --- | --- | --- |
| 1 | -210835.4346 | 1.4 |
| 2 | -59594.8965 | 7.1 |
| 3 | -43912.9938 | 1.5 |
| 4 | -113405.7779 | 12.4 |
| 5 | -190619.4452 | 6.0 |
| 6 | -84734.0806 | 2.7 |
| 7 | -36373.9934 | 5.2 |